55
Properties=species:S:1:pos:R:3:forces:R:3 method="wB97M-V/def2-TZVPD" total_energy_ha=-1631.06294 homo_lumo_gap_ev="5.853 / 6.672" charge=0 multiplicity=5
Ru 0.4764 0.0818 -0.5267 0.9 1.9 -2.7
Si 0.2517 -2.0978 0.5214 0.8 0.4 0.6
P 0.4964 -1.0599 -2.4853 -1.0 0.3 -0.9
N -1.1962 0.6863 -0.1647 -1.2 -0.4 0.0
H 1.2407 -0.3788 0.6113 1.4 -1.3 3.4
C 0.5874 0.2490 -3.7747 0.3 -0.4 -0.3
H 0.5220 -0.2113 -4.7735 0.0 0.3 0.1
H 1.5300 0.8071 -3.6590 -0.4 -0.2 -0.1
H -0.2644 0.9337 -3.6190 0.4 -0.3 -0.1
C 1.8288 -2.2737 -2.7645 0.0 0.0 -0.3
H 1.8287 -2.5919 -3.8145 0.1 0.0 0.2
H 1.6612 -3.1496 -2.1232 0.0 0.3 -0.2
H 2.8037 -1.8322 -2.5129 -0.4 0.0 -0.1
C -1.1024 -1.8501 -2.8386 0.2 -0.4 -0.5
H -1.0665 -2.3762 -3.7980 -0.2 0.0 0.0
H -1.8794 -1.0786 -2.8681 0.2 -0.1 0.0
H -1.3436 -2.5561 -2.0433 0.0 0.0 -0.1
C 1.7781 -2.7109 1.4650 0.0 0.0 0.0
H 2.1714 -1.8798 2.0685 0.0 -0.4 -0.1
H 2.5528 -3.0370 0.7505 -0.2 0.1 0.3
H 1.5238 -3.5557 2.1205 0.1 0.2 -0.1
H -0.9067 -2.1686 1.4517 0.0 0.0 -0.2
H 0.0976 -3.1725 -0.4984 -0.3 0.0 -0.1
C -2.5089 0.6434 -0.3068 -1.2 -0.2 -0.2
C -4.6109 1.7346 -0.9504 -0.1 -0.1 0.0
C -3.2385 1.7748 -0.8057 0.6 0.2 0.3
C -3.2600 -0.5497 -0.0264 0.0 0.1 0.0
C -4.6398 -0.5843 -0.1894 0.4 0.0 0.1
C -5.3154 0.5538 -0.6469 -0.3 0.2 0.0
H -5.1473 2.6345 -1.2864 0.2 -0.6 0.1
H -2.6349 2.6644 -1.0504 -0.5 -0.4 0.1
H -2.7081 -1.4192 0.3322 -0.2 0.2 -0.1
H -5.1819 -1.5073 0.0634 0.2 0.5 -0.2
H -6.4012 0.5421 -0.7626 0.3 -0.1 0.0
C 3.2783 1.0654 -0.5512 0.5 -0.2 2.8
O 2.2455 0.8720 -1.2862 -1.2 -0.7 -0.6
C 3.2486 2.2195 0.4454 0.4 0.2 -0.8
H 4.2539 2.3502 0.8550 -0.1 0.0 0.1
H 2.5163 2.2326 1.2874 0.2 -0.5 -0.6
H 3.0534 3.0830 -0.2041 -0.1 0.2 0.5
C 4.1911 -0.1279 -0.3133 0.3 0.5 -0.8
H 4.7660 -0.1140 -1.2474 0.3 -0.7 0.1
H 3.6638 -1.1125 -0.2466 0.1 0.8 0.1
H 4.9156 -0.0041 0.5112 -0.5 0.0 -0.3
C -0.3214 0.8406 5.0358 0.1 -0.2 0.1
N -0.4573 1.9395 4.1184 -0.1 0.1 -0.4
C -0.2377 1.6663 2.7960 0.4 -0.3 -0.3
N -0.3272 2.7396 1.9306 0.1 -0.6 -0.2
O 0.0911 0.5329 2.4323 -0.3 1.2 0.2
H -0.1901 -0.0361 4.3887 -0.1 0.1 0.5
H -1.2093 0.7396 5.6587 0.0 -0.1 0.1
H 0.5716 0.9588 5.6514 -0.1 -0.1 0.2
H -0.7281 2.8561 4.4389 0.1 -0.2 -0.2
H -0.4565 2.4814 0.9468 0.0 0.1 0.7
H -0.8122 3.5527 2.2569 -0.2 0.2 -0.1